(1)
{"formula": "C33H66BrIN5O7", "method": "the ωB97M-V functional and the def2-TZVPD basis", "multiplicity": 3, "charge": 1, "homo_lumo_gap_ha": [0.200, 0.222], "lumo_ev": [-4.88, -4.88], "elements": ["C", "C", "O", "C", "C", "O", "C", "C", "O", "C", "C", "N", "C", "N", "Br", "N", "C", "O", "C", "C", "O", "C", "C", "C", "I", "H", "H", "H", "H", "H", "H", "H", "H", "H", "H", "H", "H", "H", "H", "H", "H", "H", "H", "H", "H", "H", "H", "H", "H", "H", "H", "H", "H", "H", "H", "C", "C", "C", "C", "C", "C", "N", "O", "C", "C", "C", "H", "H", "H", "H", "H", "H", "H", "H", "H", "H", "H", "H", "H", "H", "H", "H", "H", "H", "C", "C", "C", "C", "C", "C", "N", "O", "C", "C", "C", "H", "H", "H", "H", "H", "H", "H", "H", "H", "H", "H", "H", "H", "H", "H", "H", "H", "H"], "positions_angstrom": [[-5.857, -2.656, 3.669], [-5.030, -1.582, 4.647], [-5.561, -0.252, 4.312], [-4.506, 0.693, 3.915], [-5.181, 1.663, 2.735], [-5.134, 1.063, 1.391], [-3.809, 1.430, 0.857], [-3.632, 0.863, -0.688], [-2.151, 0.735, -0.892], [-1.651, 2.012, -1.499], [0.020, 2.016, -1.431], [0.626, 3.215, -2.122], [2.087, 3.426, -1.776], [3.077, 3.608, -2.744], [2.588, 3.526, -4.585], [2.506, 3.485, -0.316], [2.214, 2.102, 0.254], [3.094, 1.041, -0.259], [4.142, 0.683, 0.754], [5.317, 1.821, 0.853], [5.746, 2.162, 2.217], [4.924, 3.224, 2.818], [5.141, 4.717, 2.139], [0.593, 1.769, 0.085], [-0.470, 2.890, 1.654], [-5.403, -2.585, 2.578], [-5.740, -3.717, 4.155], [-6.973, -2.303, 3.603], [-3.892, -1.735, 4.424], [-5.220, -1.782, 5.788], [-3.530, 0.204, 3.495], [-4.215, 1.445, 4.795], [-4.594, 2.692, 2.820], [-6.325, 1.857, 3.014], [-2.983, 0.887, 1.497], [-3.595, 2.587, 0.848], [-4.120, 1.584, -1.491], [-4.182, -0.184, -0.710], [-2.115, 2.967, -0.955], [-1.983, 2.114, -2.639], [0.355, 1.066, -2.072], [0.090, 4.106, -1.869], [4.090, 3.802, -2.508], [1.882, 4.217, 0.125], [2.396, 2.146, 1.428], [4.641, -0.311, 0.320], [3.662, 0.374, 1.778], [6.274, 1.356, 0.312], [4.985, 2.727, 0.192], [3.777, 2.970, 2.900], [5.302, 3.335, 3.945], [5.684, 4.625, 1.098], [5.664, 5.493, 2.842], [4.058, 5.152, 1.897], [0.460, 0.617, 0.314], [-9.533, 0.658, -2.553], [-8.146, -0.035, -2.402], [-7.082, 0.641, -3.318], [-7.126, 0.221, -4.784], [-7.185, -1.296, -4.922], [-8.355, -1.913, -4.113], [-8.319, -1.501, -2.670], [-7.253, -2.182, -2.056], [-9.694, -1.492, -4.777], [-8.338, -3.464, -4.285], [-7.723, 0.286, -0.926], [-10.356, -0.068, -2.563], [-9.761, 1.327, -1.716], [-9.598, 1.260, -3.465], [-6.078, 0.408, -2.941], [-7.180, 1.734, -3.263], [-7.975, 0.687, -5.286], [-6.228, 0.595, -5.294], [-7.279, -1.556, -5.985], [-6.227, -1.724, -4.595], [-10.551, -1.890, -4.218], [-9.761, -1.879, -5.801], [-9.824, -0.412, -4.865], [-7.395, -3.919, -3.964], [-8.473, -3.744, -5.337], [-9.151, -3.929, -3.717], [-8.401, -0.192, -0.205], [-7.746, 1.365, -0.737], [-6.700, -0.037, -0.705], [8.450, -4.382, 2.164], [8.028, -3.400, 1.032], [9.201, -3.167, 0.031], [10.260, -2.171, 0.493], [9.623, -0.885, 1.007], [8.570, -1.155, 2.113], [7.525, -2.137, 1.665], [6.696, -1.485, 0.735], [9.303, -1.666, 3.383], [7.948, 0.200, 2.573], [6.926, -4.187, 0.241], [8.066, -4.070, 3.144], [8.048, -5.391, 2.015], [9.537, -4.485, 2.241], [8.797, -2.797, -0.921], [9.692, -4.121, -0.200], [10.895, -2.621, 1.258], [10.924, -1.933, -0.349], [10.412, -0.222, 1.388], [9.165, -0.350, 0.165], [8.587, -1.892, 4.184], [9.995, -0.907, 3.766], [9.910, -2.556, 3.216], [7.481, 0.756, 1.753], [8.716, 0.861, 2.995], [7.193, 0.040, 3.351], [6.036, -4.359, 0.863], [7.298, -5.165, -0.083], [6.613, -3.665, -0.671]], "mulliken_charge": [-0.797, -0.255, -0.316, -0.223, -0.507, -0.122, -0.154, -0.376, -0.306, -0.441, 0.000, -0.298, 0.422, -0.299, 0.159, -0.132, 0.288, -0.432, -0.154, -0.024, -0.334, -0.138, -0.710, -0.975, 0.086, 0.180, 0.331, 0.232, 0.226, 0.279, 0.227, 0.224, 0.266, 0.276, 0.073, 0.159, 0.179, 0.253, 0.315, 0.316, 0.197, 0.344, 0.347, 0.398, 0.012, 0.080, 0.256, 0.211, 0.024, 0.102, 0.330, 0.223, 0.289, 0.160, 0.484, -1.906, 2.218, -0.878, -0.674, -1.212, 1.552, 0.242, -0.509, -1.690, -1.762, -2.042, 0.319, 0.501, 0.339, -0.007, 0.418, 0.310, 0.411, 0.399, 0.349, 0.367, 0.414, 0.340, 0.359, 0.404, 0.434, 0.521, 0.447, 0.320, -1.705, 1.937, -1.287, -0.537, -1.164, 1.861, 0.224, -0.432, -1.869, -1.414, -1.979, 0.315, 0.490, 0.338, 0.412, 0.339, 0.308, 0.395, 0.430, 0.303, 0.380, 0.401, 0.384, -0.224, 0.375, 0.500, 0.456, 0.486, 0.340]}

---

(2)
{"formula": "C33H66Cl2O22", "method": "the ωB97M-V functional and the def2-TZVPD basis", "homo_lumo_gap_ha": 0.381, "lumo_ev": 0.47, "e_above_lowest_kcal_mol": 27.81, "elements": ["C", "C", "O", "C", "O", "O", "C", "H", "H", "H", "H", "H", "H", "H", "H", "C", "C", "O", "C", "O", "O", "C", "H", "H", "H", "H", "H", "H", "H", "H", "C", "C", "O", "C", "O", "O", "C", "H", "H", "H", "H", "H", "H", "H", "H", "C", "C", "O", "C", "O", "O", "C", "H", "H", "H", "H", "H", "H", "H", "H", "C", "C", "O", "C", "O", "O", "C", "H", "H", "H", "H", "H", "H", "H", "H", "C", "C", "O", "C", "O", "O", "C", "H", "H", "H", "H", "H", "H", "H", "H", "C", "C", "O", "C", "C", "O", "H", "H", "H", "H", "H", "H", "H", "H", "C", "C", "O", "C", "C", "O", "H", "H", "H", "H", "H", "H", "H", "H", "Cl", "C", "Cl", "H", "H"], "positions_angstrom": [[-4.876, -5.245, 4.984], [-5.754, -6.001, 3.953], [-5.010, -6.133, 2.738], [-4.887, -5.114, 1.850], [-5.690, -4.182, 1.720], [-3.784, -5.388, 1.054], [-3.510, -4.633, -0.096], [-3.935, -5.722, 5.259], [-5.412, -5.158, 5.929], [-4.599, -4.286, 4.547], [-6.676, -5.473, 3.711], [-5.959, -7.023, 4.274], [-4.316, -4.710, -0.826], [-2.534, -4.953, -0.460], [-3.484, -3.561, 0.103], [-5.485, -1.334, 0.127], [-5.655, -0.783, -1.370], [-4.697, -1.217, -2.301], [-3.650, -0.416, -2.638], [-3.417, 0.618, -2.087], [-2.735, -1.002, -3.478], [-3.199, -2.021, -4.367], [-4.488, -1.048, 0.463], [-5.639, -2.413, 0.123], [-6.270, -0.803, 0.665], [-5.578, 0.293, -1.214], [-6.681, -0.862, -1.730], [-3.916, -1.669, -5.109], [-3.538, -2.887, -3.797], [-2.260, -2.262, -4.865], [3.755, -1.690, -3.298], [4.794, -1.053, -2.339], [5.610, -2.111, -1.719], [6.723, -1.836, -1.137], [7.161, -0.733, -0.843], [7.395, -2.950, -0.787], [8.699, -2.852, -0.214], [4.071, -2.351, -4.105], [3.109, -0.968, -3.798], [2.982, -2.248, -2.769], [4.338, -0.567, -1.477], [5.433, -0.333, -2.850], [8.631, -3.348, 0.754], [9.167, -1.872, -0.118], [9.380, -3.545, -0.708], [-4.160, 1.508, 7.675], [-4.733, 1.016, 6.338], [-3.963, -0.010, 5.750], [-4.091, -0.413, 4.514], [-4.922, -0.057, 3.764], [-3.190, -1.369, 4.282], [-3.185, -2.130, 3.041], [-4.086, 0.625, 8.309], [-4.781, 2.216, 8.225], [-3.185, 1.943, 7.454], [-4.766, 1.915, 5.724], [-5.757, 0.647, 6.270], [-4.126, -2.563, 2.703], [-2.579, -3.014, 3.240], [-2.645, -1.508, 2.326], [2.779, 2.912, 3.481], [1.763, 3.749, 2.736], [0.690, 2.935, 2.273], [-0.401, 3.433, 1.551], [-0.530, 4.587, 1.160], [-1.341, 2.418, 1.316], [-2.435, 2.753, 0.428], [3.669, 3.477, 3.760], [3.184, 2.106, 2.870], [2.363, 2.509, 4.405], [2.214, 4.184, 1.844], [1.382, 4.579, 3.331], [-2.667, 2.108, -0.419], [-2.450, 3.749, -0.015], [-3.364, 2.683, 0.994], [0.063, 3.509, -2.292], [1.327, 2.783, -2.035], [2.299, 3.648, -1.419], [2.942, 4.519, -2.231], [3.255, 4.397, -3.453], [3.461, 5.387, -1.399], [4.351, 6.368, -1.849], [-0.537, 2.919, -2.985], [0.251, 4.450, -2.807], [-0.602, 3.718, -1.455], [1.802, 2.418, -2.946], [1.355, 1.845, -1.481], [3.729, 6.863, -2.595], [5.307, 6.087, -2.290], [4.407, 7.159, -1.101], [4.614, -0.042, 3.228], [5.147, -0.464, 1.834], [4.740, -1.708, 1.268], [3.449, -1.734, 0.729], [2.936, -3.102, 0.308], [2.758, -0.725, 0.624], [5.060, -0.673, 3.997], [3.530, -0.160, 3.223], [4.881, 0.994, 3.437], [4.908, 0.297, 1.091], [6.237, -0.498, 1.848], [3.738, -3.828, 0.440], [2.693, -2.976, -0.747], [2.001, -3.353, 0.808], [0.285, 0.379, -4.544], [0.985, 1.128, -5.709], [1.059, 2.493, -5.436], [1.537, 3.370, -6.334], [1.113, 4.751, -6.094], [2.321, 3.140, -7.275], [0.315, -0.705, -4.654], [-0.782, 0.600, -4.530], [0.720, 0.611, -3.572], [2.004, 0.748, -5.779], [0.517, 0.942, -6.676], [1.696, 5.381, -6.766], [1.326, 4.989, -5.052], [0.056, 4.941, -6.278], [0.389, -1.277, -1.855], [-0.275, -0.633, -0.359], [-0.957, -2.061, 0.505], [0.410, -0.022, 0.230], [-1.123, -0.018, -0.661]], "mulliken_charge": [-0.692, -0.238, -0.376, 0.729, -0.569, -0.346, -0.192, 0.293, 0.388, -0.017, 0.293, 0.269, 0.313, 0.265, -0.107, -0.424, -0.583, -0.329, 0.508, -0.573, 0.060, -0.687, 0.014, 0.104, 0.387, 0.331, 0.412, 0.320, 0.236, 0.206, -0.670, 0.035, -0.302, 0.967, -0.642, -0.351, -0.755, 0.375, 0.015, -0.016, -0.029, 0.477, 0.275, 0.335, 0.294, -1.160, -0.273, -0.333, 0.739, -0.561, -0.408, -0.262, 0.310, 0.376, 0.274, 0.299, 0.353, 0.192, 0.292, 0.163, -0.812, -0.196, -0.169, 0.549, -0.570, -0.114, -0.886, 0.464, -0.162, 0.354, 0.174, 0.326, 0.408, 0.394, 0.296, -0.678, 0.345, -0.375, 0.586, -0.598, -0.313, -0.777, 0.253, 0.291, 0.056, 0.328, -0.065, 0.330, 0.284, 0.278, -1.327, -0.108, -0.376, 0.498, -0.769, -0.218, 0.390, 0.315, 0.366, 0.220, 0.463, 0.330, -0.051, 0.319, -0.246, -0.625, -0.120, 0.633, -0.812, -0.618, 0.474, 0.281, -0.424, 0.284, 0.431, 0.329, 0.105, 0.273, -0.145, 0.274, -0.135, 0.198, -0.214]}

---

- Which formula does entry 1 have?
  C33H66BrIN5O7